The following is a quantum chemistry calculation of a single C4H7NO molecule in a non-equilibrium geometry, from OMol25.

Geometry as ORCA input:
```
! RIJCOSX wB97M-V def2-TZVPD def2/J DEFGRID3
* xyz 0 1
C -0.18430 1.36675 1.76930
C -0.28588 0.46017 0.55688
O -1.42577 0.03057 0.24627
C 0.65778 0.12820 -0.56858
C 1.07112 -1.31785 -0.59394
N 0.12493 -0.91423 -1.69511
H -0.21493 2.25535 1.30599
H -0.96839 1.59379 2.45533
H 0.82115 1.40837 2.33060
H 1.31736 1.02241 -0.96957
H 0.70333 -1.93922 0.22053
H 2.35427 -1.10184 -0.85522
H -1.03339 -0.90741 -1.57398
*
```

Calculated values
SMILES: CC(=O)[C@H]1CN1
HOMO level in hartree: -0.333
ΔE to the lowest compared entry with this formula, charge and spin in kJ/mol: 492.0
HOMO-LUMO gap in eV: 9.824

The following is a quantum chemistry calculation of a molecular structure, C17H18IMoN6O2S, from OMol25.

Geometry as ORCA input:
```
! RIJCOSX wB97M-V def2-TZVPD def2/J DEFGRID3
* xyz 3 1
Mo -0.68910 0.52214 -1.38584
C -0.46244 -3.95812 -1.98665
C -0.70586 -3.51825 -0.58471
N -0.91262 -4.47566 0.33491
C -1.13531 -4.15109 1.58530
C -1.19422 -2.83171 2.09887
C -1.47621 -2.75524 3.57669
O -1.36772 -1.44563 4.09120
C -0.99396 -1.80659 1.17558
C -1.06928 -0.40633 1.56063
N -0.90389 0.63638 0.80236
C -1.02583 1.90435 1.48323
C -0.53381 2.10231 2.76955
C -0.73349 3.31680 3.41157
C -1.41576 4.34905 2.78446
C -1.88985 4.18501 1.48823
C -1.67493 2.96715 0.87226
I -2.28577 2.73802 -1.12412
C -0.74656 -2.20680 -0.15521
O -0.51905 -1.20738 -1.07915
H 0.35904 -4.67424 -1.99934
H -0.24007 -3.13616 -2.66311
H -1.34815 -4.48437 -2.34689
H -1.28670 -4.98213 2.26838
H -0.76660 -3.42692 4.07185
H -2.47997 -3.16423 3.74155
H -1.55870 -1.46365 5.03691
H -1.30793 -0.24690 2.60646
H 0.01641 1.31515 3.27043
H -0.34573 3.45610 4.41153
H -1.57386 5.29075 3.29230
H -2.41149 4.99221 0.99103
C 4.38050 1.27623 -2.73629
C 3.12459 1.22293 -3.51625
N 3.00334 1.26199 -4.80424
N 1.66949 1.18816 -5.05881
C 0.93918 1.09434 -3.96928
S -0.77561 0.92403 -3.72382
N 1.84221 1.11752 -2.96987
N 1.41047 1.06486 -1.62354
H 5.20876 1.36228 -3.43664
H 4.52348 0.36506 -2.15158
H 4.40053 2.14359 -2.07383
H 1.35110 1.19950 -6.02247
H 1.61849 1.96901 -1.18691
H 1.98290 0.37650 -1.12676
*
```

Calculated values
HOMO level (alpha / beta) in hartree: -0.648 / -0.649
HOMO-LUMO gap (alpha / beta) in eV: 5.899 / 5.910

The following is a quantum chemistry calculation of a single C5H8O molecule, from OMol25.

Geometry as ORCA input:
```
! RIJCOSX wB97M-V def2-TZVPD def2/J DEFGRID3
* xyz 0 1
O -1.80492 0.68064 0.57567
C -0.83122 0.25717 -0.36744
C 0.37209 1.21173 -0.22560
C 1.49514 0.33423 0.25702
C 1.13946 -0.94473 0.34587
C -0.29891 -1.16228 -0.04745
H -2.53632 0.06265 0.53100
H -1.25204 0.31537 -1.38496
H 0.11198 1.99621 0.49622
H 0.61562 1.69837 -1.17915
H 2.48441 0.72639 0.47495
H 1.79338 -1.75975 0.64312
H -0.40087 -1.84256 -0.90307
H -0.88782 -1.57344 0.78381
*
```

Calculated values
SMILES: OC1CC=CC1
HOMO level in hartree: -0.340
ΔE to the lowest compared entry with this formula, charge and spin in kJ/mol: 74.5
HOMO-LUMO gap in eV: 10.281

The following is a quantum chemistry calculation of 4 unconnected molecules or ions with the total composition C23H31ClF9NO8PS, from OMol25.

Geometry as ORCA input:
```
! RIJCOSX wB97M-V def2-TZVPD def2/J DEFGRID3
* xyz 1 1
O 3.65171 2.20002 -0.16204
P 5.24434 1.87512 -0.37139
Cl 5.73153 1.25229 1.50068
C 5.13636 0.15446 -1.25304
C 3.86678 0.10726 -2.14048
N 3.17750 -1.24110 -2.23186
C 3.38698 -2.16545 -1.06248
S 2.96956 -3.85616 -1.54023
C 2.59080 -1.68322 0.15680
C 1.11938 -1.46018 -0.12194
C 0.16581 -2.45040 0.11241
C -1.17042 -2.20863 -0.15463
C -1.58872 -0.98538 -0.65616
C -0.65218 0.01776 -0.87901
C 0.68337 -0.21976 -0.60553
C 4.90033 -2.15105 -0.83542
O 5.27042 -0.89866 -0.32160
H 3.29452 1.91576 0.69077
H 6.01245 0.15783 -1.91333
H 3.12492 0.83900 -1.84570
H 4.15590 0.34825 -3.16344
H 2.16688 -1.09878 -2.35639
H 3.49939 -1.73844 -3.06405
H 1.64146 -3.72914 -1.67338
H 3.02628 -0.77115 0.56770
H 2.71269 -2.45274 0.92124
H 0.45925 -3.41850 0.50627
H -1.90418 -2.98274 0.03328
H -2.63202 -0.79430 -0.85844
H -0.95134 0.98907 -1.25205
H 1.38860 0.59362 -0.72685
H 5.40405 -2.31639 -1.79962
H 5.20448 -2.93733 -0.14899
C -6.91544 3.62913 1.98230
C -6.26549 3.75261 0.62300
O -5.53690 2.54775 0.28430
C -6.26082 1.56577 -0.21715
O -7.43544 1.54377 -0.42402
C -5.34528 0.37300 -0.56679
F -4.44331 0.13559 0.39790
F -4.66285 0.63259 -1.69604
F -6.05551 -0.72870 -0.75341
H -6.17057 3.39014 2.74172
H -7.39478 4.57063 2.24730
H -7.67132 2.84465 1.98688
H -5.52004 4.54260 0.60947
H -6.99518 3.95795 -0.15821
C 4.70138 -6.42517 3.46713
C 3.78058 -5.24501 3.67779
O 2.51557 -5.44083 3.00180
C 1.62735 -6.17535 3.66172
O 1.75737 -6.67474 4.73477
C 0.32172 -6.28852 2.84748
F 0.55809 -6.52754 1.54940
F -0.36676 -5.13788 2.91908
F -0.43253 -7.26074 3.32710
H 4.84520 -6.61472 2.40298
H 5.67094 -6.22273 3.92058
H 4.29157 -7.32571 3.92183
H 4.19124 -4.33822 3.23721
H 3.59576 -5.06054 4.73458
C -0.72986 5.17730 -3.21175
C -0.86212 5.70998 -1.80222
O -2.03538 6.53622 -1.66756
C -3.17737 5.90297 -1.46305
O -3.35265 4.72348 -1.37662
C -4.31912 6.93097 -1.29324
F -4.24198 7.90041 -2.20106
F -4.23992 7.47760 -0.07349
F -5.49668 6.32674 -1.40829
H -0.72381 5.99656 -3.92996
H 0.20346 4.62251 -3.31070
H -1.55708 4.51257 -3.45884
H -0.03309 6.36589 -1.54728
H -0.90578 4.90610 -1.06774
*
```

Calculated values
HOMO level in hartree: -0.461
HOMO-LUMO gap in eV: 9.612

The following is a quantum chemistry calculation of a molecular structure, C21H26F6N4NiO3Sb in a non-equilibrium geometry, from OMol25.

Geometry as ORCA input:
```
! RIJCOSX wB97M-V def2-TZVPD def2/J DEFGRID3
* xyz 0 2
Ni -0.84410 0.58485 0.45904
O -0.44650 0.98296 -1.45494
C -1.08027 0.48037 -2.43984
C -0.36941 0.09507 -3.61266
C -1.02393 -0.37525 -4.71824
C -2.41295 -0.51818 -4.72237
C -3.13484 -0.17507 -3.60051
C -2.51192 0.33100 -2.45778
C -3.27671 0.77763 -1.32730
N -2.73967 1.18910 -0.24706
C -3.44655 1.80058 0.83879
C -2.59599 2.99844 1.29996
N -1.24295 2.52445 1.46063
C -0.37086 3.15083 2.14769
C 0.91251 2.58409 2.45669
C 2.02227 3.36683 2.76060
C 3.23114 2.78815 3.08782
C 3.33373 1.39474 3.16930
C 2.25831 0.58825 2.91051
C 1.00167 1.13910 2.51010
O 0.01208 0.39565 2.25431
H 0.70672 0.18880 -3.59831
H -0.45593 -0.64802 -5.59462
H -2.90865 -0.90512 -5.59965
H -4.20729 -0.30030 -3.60111
H -4.36437 0.81052 -1.45481
H -3.51020 1.08323 1.66430
H -4.46220 2.10878 0.56322
H -2.98192 3.41407 2.23862
H -2.61981 3.77756 0.52689
H -0.59010 4.13522 2.57579
H 1.93688 4.44353 2.69157
H 4.09382 3.40584 3.29208
H 4.28519 0.95711 3.43666
H 2.31869 -0.48695 2.99091
F -1.85677 -1.17768 0.89978
Sb -2.36683 -1.83020 2.74173
F -2.48780 -0.03147 3.40760
F -0.58159 -2.12641 3.33123
F -3.01458 -2.48165 4.39563
F -2.31257 -3.56794 1.94006
F -4.13584 -1.57467 2.02166
C 0.26476 -3.09326 0.13040
N 1.31884 -2.57388 -0.71580
C 1.49498 -3.30697 -1.94929
C 1.64767 -1.26330 -0.59625
O 1.00832 -0.46301 0.08738
N 2.78696 -0.85133 -1.26738
C 2.99350 0.58335 -1.33116
C 4.01178 -1.60590 -1.08524
H 0.41906 -4.16240 0.26438
H -0.72600 -2.92700 -0.29902
H 0.31325 -2.60636 1.10166
H 0.52128 -3.44151 -2.43519
H 1.91710 -4.29515 -1.74905
H 2.14499 -2.76582 -2.63012
H 2.03432 1.07204 -1.49750
H 3.66903 0.79886 -2.16105
H 3.42615 0.98505 -0.40774
H 3.78518 -2.61162 -0.74159
H 4.64459 -1.11895 -0.33483
H 4.56432 -1.65067 -2.02661
*
```

Calculated values
HOMO level (alpha / beta) in hartree: -0.299 / -0.297
HOMO-LUMO gap (alpha / beta) in eV: 4.978 / 4.974

The following is a quantum chemistry calculation of a molecular structure, CeHO3S in a non-equilibrium geometry, from OMol25.

Geometry as ORCA input:
```
! RIJCOSX wB97M-V def2-TZVPD def2/J DEFGRID3
* xyz 2 2
S 0.43738 1.01313 -0.57935
O 0.26796 0.73656 -1.98114
O 0.47282 -0.25912 0.27566
Ce -1.41409 -1.56444 1.18079
O -0.46794 1.94952 0.07441
H 0.70387 -1.87566 1.02963
*
```

Calculated values
HOMO level (alpha / beta) in hartree: -0.680 / -0.680
ΔE to the lowest compared entry with this formula, charge and spin in kJ/mol: 242.1
HOMO-LUMO gap (alpha / beta) in eV: 6.003 / 5.982

So what do the calculations give for molar mass? Going down the list: 85.106, 593.282, 84.118, 718.976, 676.905, 221.188 g/mol.